Entry 1:
Computed, not measured: a 3-piece molecular cluster, C2H8ClN2P overall, with wB97M-V/def2-TZVPD.

Each line ends with the Löwdin charge.
CARTESIAN COORDINATES (ANGSTROEM)
C (1.283, 1.258, -0.230)  -0.1429
C (0.256, 0.744, -0.828)  -0.3319
N (-0.215, -1.119, 2.597)  -0.1910
N (0.737, -1.856, 0.358)  -0.1846
P (-0.637, -1.304, 0.964)  1.0131
Cl (-0.378, 3.232, -2.597)  -0.7012
H (2.222, 0.768, -0.498)  0.0514
H (1.333, 2.015, 0.678)  0.1117
H (0.449, 0.020, -1.647)  0.0660
H (-0.823, 0.957, -0.634)  0.0339
H (0.861, -1.156, 2.889)  0.1353
H (-0.976, -0.731, 3.145)  0.0389
H (0.914, -1.705, -0.563)  -0.0034
H (1.601, -1.615, 0.917)  0.1047

Calculated values
* orbital gap: 3.44 eV
* highest occupied orbital energy: -6.19 eV
* maximum force: 0.0893 hartree/bohr
* DFT total energy: -991.91689 Eh
* energy above the lowest of the compared OMol25 structures with the same formula, charge and spin: 95.2 kcal/mol
* total charge: 0


Entry 2:
Computed, not measured: a 2-piece molecular cluster, C2H8IN2 overall, with wB97M-V/def2-TZVPD.

Each line ends with the Löwdin charge.
CARTESIAN COORDINATES (ANGSTROEM)
C (2.383, -0.073, 1.413)  -0.1507
C (-0.857, -0.757, -1.336)  0.0031
N (1.258, 0.358, 1.055)  -0.4819
N (-1.345, 0.510, -0.727)  0.0848
I (-0.248, 0.973, 2.409)  0.8069
H (2.937, -0.580, 0.587)  0.1073
H (-1.165, -0.765, -2.443)  0.1472
H (0.144, -0.759, -1.020)  0.0552
H (-1.371, -1.430, -0.677)  0.0987
H (-0.670, 0.708, -0.080)  -0.0767
H (-1.497, 1.337, -1.390)  0.2103
H (2.657, 0.001, 2.420)  0.0483
H (-2.227, 0.478, -0.213)  0.1476

Calculated values
* orbital gap: 9.35 eV
* highest occupied orbital energy: -13.48 eV
* maximum force: 0.0926 hartree/bohr
* DFT total energy: -487.88116 Eh
* energy above the lowest of the compared OMol25 structures with the same formula, charge and spin: 51.3 kcal/mol
* total charge: +1


Entry 3:
Computed, not measured: C2H8IN4 as an isolated structure, with wB97M-V/def2-TZVPD.

Each line ends with the Löwdin charge.
CARTESIAN COORDINATES (ANGSTROEM)
C (-1.189, 1.583, 0.881)  -0.0404
C (-1.354, 1.270, -0.530)  -0.1187
N (1.793, -2.028, 0.239)  -0.3010
N (2.824, -1.330, 0.355)  -0.4568
N (-0.793, 0.279, -1.102)  0.1806
N (0.610, -1.672, -0.095)  -0.0054
I (2.695, 0.637, -0.029)  0.8639
H (-0.582, 0.850, 1.402)  0.0755
H (-0.725, 2.569, 0.970)  0.1112
H (-2.165, 1.683, 1.357)  0.1091
H (-1.993, 1.931, -1.116)  0.1519
H (1.992, -3.019, 0.462)  0.1931
H (-0.148, -0.419, -0.602)  -0.0026
H (-0.927, 0.118, -2.094)  0.1486
H (-0.038, -2.454, -0.098)  0.0907

Calculated values
* orbital gap: 9.09 eV
* highest occupied orbital energy: -12.96 eV
* maximum force: 0.0161 hartree/bohr
* DFT total energy: -597.37712 Eh
* energy above the lowest of the compared OMol25 structures with the same formula, charge and spin: 2.1 kcal/mol
* total charge: +1


Entry 4:
Computed, not measured: a 3-piece molecular cluster, C2H8IO2 overall, with wB97M-V/def2-TZVPD.

Each line ends with the Löwdin charge.
CARTESIAN COORDINATES (ANGSTROEM)
I (29.873, 0.283, -8.663)  -0.3693
C (28.741, -1.703, -4.726)  -0.2162
O (29.848, -1.174, -5.401)  -0.1917
H (29.053, -2.094, -3.761)  0.0641
H (27.922, -0.982, -4.605)  0.0682
H (28.283, -2.539, -5.280)  0.0697
H (29.564, -0.914, -6.302)  -0.1092
C (30.602, -1.314, -12.673)  -0.2186
O (31.305, -1.506, -11.484)  -0.1873
H (29.641, -1.846, -12.714)  0.0682
H (30.425, -0.249, -12.874)  0.0714
H (31.203, -1.709, -13.498)  0.0648
H (30.856, -1.094, -10.724)  -0.1140

Calculated values
* orbital gap: 7.73 eV
* highest occupied orbital energy: -4.00 eV
* maximum force: 0.0173 hartree/bohr
* DFT total energy: -529.24474 Eh
* energy above the lowest of the compared OMol25 structures with the same formula, charge and spin: 2.9 kcal/mol
* total charge: -1


Entry 5:
Computed, not measured: a 2-piece molecular cluster, C2H8N2 overall, with wB97M-V/def2-TZVPD.

Each line ends with the Löwdin spin population.
CARTESIAN COORDINATES (ANGSTROEM)
N (1.294, 2.672, 2.650)  0.0775
H (1.231, 1.819, 3.302)  0.0171
H (2.346, 2.621, 2.440)  0.0182
H (1.367, 3.429, 3.305)  0.0154
C (-1.044, -1.585, -2.449)  0.1275
C (-0.522, -0.926, -0.221)  0.2892
N (-0.929, -0.664, -1.377)  0.2558
H (-0.221, -2.340, -2.380)  0.0085
H (-1.990, -2.028, -2.519)  0.0571
H (-0.936, -1.154, -3.447)  0.0041
H (0.184, -1.709, 0.090)  0.0761
H (-0.780, -0.135, 0.606)  0.0535

Calculated values
* orbital gap (spin up / spin down): 2.32 / 6.87 eV
* highest occupied orbital energy (spin up / spin down): 1.54 / -3.12 eV
* maximum force: 0.0911 hartree/bohr
* spin multiplicity: 2
* DFT total energy: -190.38687 Eh
* energy above the lowest of the compared OMol25 structures with the same formula, charge and spin: 36.8 kcal/mol
* total charge: -1


Entry 6:
Computed, not measured: a 2-piece molecular cluster, C2H8N2 overall, with wB97M-V/def2-TZVPD.

Each line ends with the Löwdin charge.
CARTESIAN COORDINATES (ANGSTROEM)
C (-2.675, -0.728, 0.536)  -0.0899
C (-1.521, -0.313, -0.014)  -0.3637
N (-0.267, -0.075, 0.539)  -0.0031
H (-2.823, -1.225, 1.608)  0.0760
H (-3.546, -0.955, -0.168)  0.0475
H (-1.573, 0.190, -1.052)  0.1218
H (-0.017, -0.428, 1.490)  0.0996
H (0.570, -0.044, -0.103)  0.0611
N (2.830, 0.749, -0.644)  0.0240
H (2.316, 1.531, -0.919)  -0.0161
H (3.215, 0.320, -1.429)  -0.0172
H (3.490, 0.978, 0.155)  0.0599

Calculated values
* SMILES: C=CN.N
* orbital gap: 8.82 eV
* highest occupied orbital energy: -7.94 eV
* maximum force: 0.0651 hartree/bohr
* DFT total energy: -190.46229 Eh
* energy above the lowest of the compared OMol25 structures with the same formula, charge and spin: 22.9 kcal/mol
* total charge: 0